C36H40BeF2K2N4O21P | ωB97M-V/def2-TZVPD

- DFT total energy (Ha) = -4949.94103
- maximum force (hartree/bohr) = 0.0891
- LUMO level (eV) = -6.38

```
! RIJCOSX wB97M-V def2-TZVPD def2/J DEFGRID3
* xyz 1 1
C -0.69 0.97 3.64
C -0.79 0.00 4.84
C -1.19 -1.38 4.37
O -0.17 -1.91 3.59
C -0.51 -3.06 2.80
C -0.32 -2.71 1.37
C -1.20 -1.92 0.69
C -0.97 -1.66 -0.64
C -1.88 -0.80 -1.42
O -3.06 -0.94 -1.55
O -1.27 0.25 -2.12
C -0.63 1.10 -1.30
O -1.09 1.41 -0.23
N 0.53 1.67 -1.83
C 1.58 0.75 -1.96
O 1.74 -0.02 -2.84
F 2.44 0.84 -0.95
C 0.13 -2.18 -1.28
C 0.99 -2.96 -0.57
N 0.77 -3.19 0.73
P 1.91 -4.24 1.71
N 2.90 -2.94 2.32
O 2.82 -4.92 0.57
H -1.07 1.94 3.93
H 0.34 1.11 3.33
H -1.26 0.61 2.79
H 0.20 -0.05 5.29
H -1.53 0.38 5.53
H -1.37 -2.05 5.23
H -2.14 -1.27 3.83
H -1.54 -3.33 2.97
H 0.12 -3.92 3.12
H -2.08 -1.53 1.18
H 0.82 2.40 -1.18
H 0.30 -1.99 -2.33
H 1.86 -3.38 -1.03
H 3.48 -3.30 3.07
H 2.27 -2.25 2.73
H 3.76 -4.73 0.72
F 0.26 -5.57 1.04
C -4.94 1.64 -4.65
C -5.94 2.52 -5.04
C -6.71 3.17 -4.09
C -6.47 2.92 -2.76
C -5.48 2.05 -2.36
C -4.71 1.39 -3.29
N -7.24 3.58 -1.71
O -8.13 4.33 -2.02
O -6.93 3.32 -0.55
H -4.33 1.14 -5.39
H -6.11 2.71 -6.09
H -7.49 3.86 -4.39
H -5.34 1.89 -1.32
H -3.94 0.71 -2.98
C 6.90 -0.69 -5.93
C 6.55 -1.59 -5.00
C 5.21 -1.53 -4.30
O 4.97 -2.39 -3.48
C 4.30 -0.45 -4.64
C 4.66 0.45 -5.57
C 5.98 0.37 -6.29
O 6.21 1.22 -7.13
O 3.89 1.46 -5.94
O 7.32 -2.59 -4.62
H 7.86 -0.73 -6.44
H 3.35 -0.42 -4.12
H 4.39 1.94 -6.63
H 6.82 -3.08 -3.94
C 5.48 1.25 1.52
C 5.03 -0.14 1.10
O 5.13 -0.87 2.33
C 5.05 0.00 3.35
O 4.93 -0.31 4.49
O 5.12 1.28 2.91
H 4.99 2.05 0.98
H 6.56 1.38 1.44
H 3.99 -0.16 0.78
H 5.65 -0.59 0.34
K -4.41 1.08 0.15
C -3.38 8.00 -2.33
C -3.66 7.93 -0.91
C -4.83 7.05 -0.52
O -5.12 6.84 0.64
C -5.60 6.46 -1.59
C -5.33 6.53 -3.01
C -4.10 7.33 -3.39
O -3.72 7.41 -4.54
O -6.01 6.01 -3.87
O -3.01 8.50 -0.06
H -2.55 8.60 -2.66
H -6.46 5.90 -1.25
O 0.81 4.24 -0.14
H -0.12 4.31 -0.37
H 1.07 5.15 0.04
Be -1.81 -3.27 7.40
C -0.42 -5.95 6.00
C 0.47 -6.42 4.82
C 1.63 -7.23 5.41
O 0.92 -5.34 4.14
H 0.19 -5.30 6.65
H -1.28 -5.38 5.62
H -0.81 -6.78 6.61
H -0.15 -7.14 4.25
H 2.24 -6.61 6.08
H 2.27 -7.60 4.61
H 1.28 -8.09 5.99
K 0.82 -2.52 7.46
*
```

***

CH10O6 | ωB97M-V/def2-TZVPD

- energy relative to the best compared isomer or geometry (same formula, charge and spin) (eV) = 1.786
- DFT total energy (Ha) = -495.51013
- structure (SMILES) = O=CO.O.O.O.O
- maximum force (hartree/bohr) = 0.1356
- LUMO level (eV) = -0.01

```
! RIJCOSX wB97M-V def2-TZVPD def2/J DEFGRID3
* xyz 0 1
O -1.75 -1.65 -2.26
C -0.61 -1.61 -1.84
O -0.50 -1.05 -0.60
H 0.26 -1.88 -2.37
H 0.43 -1.07 -0.27
H 0.40 1.22 1.55
H -0.48 1.27 0.22
O -0.02 1.81 1.02
H 1.62 -0.32 1.78
H 2.33 0.37 0.78
O 1.97 -0.42 0.89
H 0.30 0.02 4.08
H 1.17 1.20 3.83
O 0.63 0.55 3.33
H -0.05 1.95 -1.16
H -1.37 1.67 -1.82
O -0.45 1.42 -1.82
*
```